Below is a cluster of 2 separate species, CH6S4 in total, with properties calculated with the ωB97M-V functional and the def2-TZVPD basis.

Properties
electronic energy: -1634.0965 Eh
<S²>: 0.75
ΔE to the lowest compared entry with this formula, charge and spin: 11.5 kcal per mole
gap between HOMO and LUMO (spin up / spin down): 0.2306 / 0.1021 Ha
HOMO level (spin up / spin down): -0.4257 / -0.4257 hartree

Structure (ORCA input):
```
! RIJCOSX wB97M-V def2-TZVPD def2/J DEFGRID3
* xyz 1 2
S -2.08 0.72 -1.54
H -0.09 -0.21 1.85
S 3.49 0.13 2.03
H 4.29 -0.61 1.25
C 0.68 -0.83 1.39
S 1.93 0.26 0.69
H 1.02 -1.52 2.17
H -4.12 0.42 -2.87
H 0.24 -1.44 0.60
H -1.39 -0.28 -0.93
S -3.60 -0.45 -2.00
*
```

Below is a structure of composition C27H25N5O3Ti in a non-equilibrium geometry, with properties calculated with the ωB97M-V functional and the def2-TZVPD basis.

Properties
electronic energy: -2392.7336 Eh
<S²>: 0.77
ΔE to the lowest compared entry with this formula, charge and spin: 1.8 kcal per mole
gap between HOMO and LUMO (spin up / spin down): 0.2132 / 0.2462 Ha
HOMO level (spin up / spin down): -0.3409 / -0.3810 hartree

Structure (ORCA input):
```
! RIJCOSX wB97M-V def2-TZVPD def2/J DEFGRID3
* xyz 1 2
H 0.47 4.14 -5.85
C 2.80 -4.08 0.99
C -3.35 2.09 1.41
O -0.93 -2.10 -0.04
H -2.52 -1.05 2.80
N 0.83 -0.92 -2.08
C -3.57 1.35 0.25
C 0.47 3.70 -2.01
C -1.90 -1.94 2.63
C -1.10 1.26 1.50
C 0.46 4.03 -4.77
H -4.01 -3.97 0.89
H 3.88 0.97 3.35
N 0.65 0.17 -2.95
C -1.31 0.50 0.34
H -2.45 -3.36 -0.39
H 0.26 5.83 -1.89
H -4.14 2.70 1.82
O 0.91 1.16 -0.92
H -4.54 1.39 -0.24
C -3.65 -3.52 1.81
C 0.57 2.75 -4.24
H 1.72 -2.55 2.00
C -1.93 -2.73 0.32
H 2.32 2.68 4.33
C 0.36 5.12 -3.93
C 0.25 1.21 2.10
C -2.11 2.05 2.03
C 1.63 -1.94 -2.39
H 3.16 -4.19 -2.38
C 2.37 0.22 2.05
H -1.96 2.63 2.93
H -3.42 -4.30 2.53
H 0.01 2.83 3.48
C 0.71 1.26 -2.24
H 0.27 6.11 -4.36
C 2.86 -3.86 -1.39
H -2.75 -0.01 -1.18
C 0.69 2.08 3.09
N -2.45 -2.73 1.53
C 2.05 -2.94 1.05
N 1.10 0.27 1.61
H 0.47 3.55 -0.94
H -4.42 -2.87 2.22
H 3.85 -5.42 -0.34
C 3.23 -4.54 -0.26
C 2.85 1.05 3.03
O 0.69 1.73 -5.11
C 2.06 -2.71 -1.28
C 0.59 2.58 -2.84
N 1.70 -2.22 -0.04
H -1.89 -2.55 3.53
H 2.00 -2.09 -3.39
H 3.06 -4.60 1.90
Ti 0.42 -0.50 -0.22
C 1.98 2.00 3.56
H 0.76 0.89 -4.62
H 3.01 -0.52 1.59
H -0.89 -1.62 2.40
C 0.35 4.97 -2.54
C -2.56 0.56 -0.27
*
```

Below is a structure of composition C31H38Cl2N8O2PdS in a non-equilibrium geometry, with properties calculated with the ωB97M-V functional and the def2-TZVPD basis.

Properties
electronic energy: -3238.9635 Eh
ΔE to the lowest compared entry with this formula, charge and spin: 105.0 kcal per mole
gap between HOMO and LUMO (spin up / spin down): 0.1495 / 0.1496 Ha
HOMO level (spin up / spin down): -0.1822 / -0.1822 hartree

Structure (ORCA input):
```
! RIJCOSX wB97M-V def2-TZVPD def2/J DEFGRID3
* xyz 0 1
C -1.82 -2.77 1.80
C -1.32 -2.88 4.14
H -0.54 0.38 -2.87
Cl 0.05 3.21 2.65
C 0.87 6.45 0.48
C -0.21 -2.03 3.94
C 0.10 -1.55 2.64
C -0.71 -1.99 1.55
C 1.60 -0.76 4.91
H 2.95 -2.55 2.53
N 3.57 -1.10 1.09
O -2.83 -0.11 0.05
N -0.72 -1.52 -2.07
H 3.97 0.67 -2.10
H -5.93 1.74 -2.67
H -2.47 -3.02 0.97
H 5.63 -1.37 1.38
N -3.96 1.69 -3.38
C 2.65 -0.10 0.77
H 0.61 -5.13 -0.59
H 0.62 -2.88 -2.95
N -0.45 -1.52 0.25
Cl -1.82 5.10 -2.12
C -2.13 -3.21 3.09
C 2.45 2.02 -0.49
C 0.58 -1.64 5.06
H -3.42 2.84 -5.03
H 1.52 7.31 0.57
H 1.31 -1.28 -2.63
H -1.97 -3.50 -2.62
H 1.45 2.03 -0.05
H -0.69 -4.72 -2.72
H 4.51 -0.59 -0.97
H 2.18 -0.44 5.76
C -1.39 -4.22 -2.04
C 0.03 6.31 -0.61
H -3.01 -3.83 3.24
C 0.41 -1.82 -2.96
C -1.05 -0.13 -2.06
N 1.48 0.02 1.30
C 4.23 0.46 -1.06
C 3.10 -2.42 1.45
C -2.70 1.24 -3.32
Pd -0.45 1.16 0.79
C -0.07 -4.48 -0.03
O -1.78 1.56 -4.02
C -0.84 4.18 0.25
S -1.87 2.79 0.08
N 3.08 0.75 -0.22
H 0.51 -3.93 0.71
C -3.36 0.28 -0.97
H 2.66 0.52 3.53
C -4.64 0.78 -1.25
C 1.89 -0.23 3.64
H -2.08 -4.98 -1.65
H -0.83 0.40 -1.13
H 0.01 7.06 -1.39
C 0.86 5.47 1.47
H -5.37 0.69 -0.46
H 1.49 5.56 2.34
H 5.07 0.31 1.45
H 0.16 -1.51 -3.97
H 4.75 -0.78 2.80
C -0.63 -2.20 -0.81
C 0.02 4.38 1.35
H 2.16 -2.62 0.94
H 3.84 -3.16 1.12
H 0.32 -2.04 6.03
H 3.03 2.86 -0.09
H -2.89 -0.73 -2.75
H 2.34 2.15 -1.57
C -0.80 5.21 -0.71
H 5.09 1.08 -0.80
N -0.72 -3.57 -0.94
C 4.82 -0.72 1.71
C 1.19 -0.61 2.52
N -2.51 0.12 -2.31
H -5.15 2.41 -4.94
H -0.79 -5.10 0.50
H -4.48 3.66 -3.86
C -4.95 1.38 -2.43
H -1.54 -3.23 5.14
C -4.28 2.72 -4.37
*
```

Below is a cluster of 8 separate species, C25H38F6N2O9P in total in a non-equilibrium geometry, with properties calculated with the ωB97M-V functional and the def2-TZVPD basis.

Properties
electronic energy: -2702.8741 Eh
ΔE to the lowest compared entry with this formula, charge and spin: 78.3 kcal per mole
gap between HOMO and LUMO: 0.3101 Ha
HOMO level: -0.2203 hartree

Structure (ORCA input):
```
! RIJCOSX wB97M-V def2-TZVPD def2/J DEFGRID3
* xyz -1 1
C 4.19 2.27 -2.36
C 2.63 1.35 3.51
C 2.54 1.88 4.83
P -0.49 -0.46 -1.36
H -4.89 -3.11 1.67
O -3.87 -4.69 3.88
H 2.44 1.53 -2.91
H 6.27 -0.97 1.28
H -2.89 1.27 -3.91
H 3.40 2.16 5.42
H 4.39 -0.39 -0.32
H -5.41 -2.47 3.18
C -4.42 -3.66 -3.26
C -3.54 -3.60 3.28
H -5.28 -2.61 -1.53
H 2.26 3.43 1.72
H 3.86 2.42 -5.16
H -2.04 -1.03 3.65
C -4.51 -2.70 2.61
H -4.13 -2.67 -3.60
H -1.48 -1.56 2.11
C 0.54 1.76 4.05
O -2.27 -3.11 3.41
H -4.10 -0.70 2.79
C 1.37 1.26 3.01
N 3.07 -1.54 1.02
O 4.89 2.67 -3.47
C -4.17 -4.54 -1.12
H -0.54 1.82 4.02
H -2.19 -3.85 -3.25
N 1.22 2.13 5.15
C -3.61 -1.52 2.27
C 4.74 -2.32 2.33
O -1.10 6.34 1.33
H -0.02 3.82 2.24
H -4.65 1.83 -4.05
H 3.23 0.19 -2.06
H 3.65 -0.03 -4.71
C -3.92 1.20 -3.55
C 4.28 -1.04 0.53
C 5.31 -1.46 1.36
H 0.89 2.53 6.02
H 5.47 1.58 -5.21
C 3.37 -2.46 2.03
H 2.58 -2.97 2.56
H -3.74 -1.30 1.21
C 3.39 1.05 -2.70
C 4.61 1.85 -4.60
H 1.80 4.48 -1.03
O -4.20 -4.82 0.09
O 0.11 5.18 -0.13
H -4.31 0.20 -3.77
H 0.92 5.23 2.94
H -5.13 -4.05 -4.00
F -1.77 0.16 -0.47
H -3.07 -5.26 -3.91
C -2.20 -1.79 2.89
O -3.14 -5.02 -1.86
F 0.50 0.80 -0.83
C -5.07 -3.60 -1.93
H 3.61 1.14 3.11
H 0.82 3.23 -0.45
C 4.12 0.59 -3.94
F -1.54 -1.56 -2.03
O 4.14 2.95 -1.36
H 1.15 1.12 1.97
F -0.98 0.27 -2.65
F 0.74 -1.02 -2.26
H 2.54 5.16 1.20
C -0.22 5.51 1.08
H 2.14 -1.32 0.69
C 0.63 4.66 2.05
H -3.16 0.93 -1.74
C -3.09 -4.46 -3.16
H 5.04 0.04 -3.72
O -3.87 1.41 -2.18
C 1.16 4.23 -0.19
C 1.86 4.31 1.21
F -0.03 -1.48 -0.09
H 5.23 -2.81 3.16
H -6.08 -3.99 -2.04
*
```

Below is a cluster of 8 separate species, C17H50O8 in total in a non-equilibrium geometry, with properties calculated with the ωB97M-V functional and the def2-TZVPD basis.

Properties
SMILES string: CC(C)O.CC(C)O.CC(C)O.CCO.CCO.CCO.CO.CO
electronic energy: -1279.5028 Eh
ΔE to the lowest compared entry with this formula, charge and spin: 59.6 kcal per mole
gap between HOMO and LUMO: 0.3671 Ha
HOMO level: -0.3499 hartree

Structure (ORCA input):
```
! RIJCOSX wB97M-V def2-TZVPD def2/J DEFGRID3
* xyz 0 1
O -14.16 -20.20 18.71
C -11.83 -20.07 18.31
H -14.07 -22.15 21.99
H -12.86 -21.11 20.00
H -17.62 -21.29 22.37
H -17.53 -24.85 23.74
H -21.22 -23.89 22.34
O -18.30 -22.11 18.65
O -16.40 -26.60 23.33
H -15.31 -21.12 22.58
H -18.74 -19.81 19.72
H -12.43 -23.45 19.24
C -11.40 -22.85 22.98
C -20.48 -24.61 20.41
C -18.97 -21.04 18.08
H -20.01 -19.14 18.61
H -18.96 -22.79 18.78
C -21.00 -23.49 21.35
C -15.08 -22.16 22.37
H -12.03 -21.98 23.21
C -12.87 -19.08 20.38
H -16.62 -25.47 25.10
H -15.71 -17.29 21.06
O -9.48 -21.50 22.66
H -18.26 -20.53 17.43
H -21.22 -25.40 20.27
H -12.98 -18.13 19.85
H -19.70 -21.32 17.33
H -15.81 -24.62 23.80
H -9.31 -23.47 23.08
H -18.29 -17.31 22.60
H -15.72 -14.83 21.83
C -16.65 -15.38 21.75
H -14.69 -20.91 19.09
H -18.29 -22.40 21.24
C -17.69 -17.64 21.75
O -15.78 -17.18 23.05
C -12.92 -20.21 19.37
H -9.95 -22.46 24.44
O -20.29 -24.12 19.07
H -15.04 -22.57 23.39
H -13.64 -23.72 17.99
C -16.36 -16.89 21.84
C -19.60 -20.03 19.09
H -20.37 -20.48 19.72
H -21.13 -24.19 18.61
C -16.14 -22.71 21.46
H -13.59 -25.94 18.45
H -11.53 -23.08 21.92
H -17.81 -22.91 22.90
H -13.82 -19.19 20.91
H -20.36 -22.61 21.40
C -9.93 -22.61 23.36
H -11.83 -19.06 17.90
H -17.36 -15.07 22.52
H -19.50 -24.93 20.78
H -17.15 -15.06 20.83
H -14.97 -16.66 23.14
H -9.47 -21.71 21.72
H -14.10 -23.98 19.57
H -17.61 -18.72 21.88
H -16.01 -23.76 21.19
H -21.99 -23.27 20.93
H -15.51 -26.80 23.63
O -15.97 -22.14 20.17
H -12.02 -18.96 21.04
H -16.79 -22.03 19.69
C -17.54 -22.31 22.02
O -12.85 -25.44 18.81
H -10.94 -20.35 18.86
C -16.59 -25.34 24.02
H -11.67 -23.74 23.55
C -13.24 -24.11 18.93
H -18.17 -17.46 20.79
H -11.93 -20.75 17.46
*
```

Below is a cluster of 10 separate species, C32H63N2O9P in total in a non-equilibrium geometry, with properties calculated with the ωB97M-V functional and the def2-TZVPD basis.

Properties
SMILES string: N[PH3]c1cccnc1.CC(C)=O.CC(C)=O.CC(C)=O.CC(C)=O.CC(C)=O.CC(C)=O.CC(C)=O.CC(C)=O.CC(C)=O
electronic energy: -2385.0252 Eh
gap between HOMO and LUMO: 0.3169 Ha
HOMO level: -0.2976 hartree

Structure (ORCA input):
```
! RIJCOSX wB97M-V def2-TZVPD def2/J DEFGRID3
* xyz 0 1
C 0.28 5.08 5.03
H -0.70 -7.11 -5.63
H 2.47 -3.99 -5.53
H -3.09 -4.31 7.69
H 3.54 3.27 1.88
C 2.36 -3.36 -6.40
C -6.54 5.57 -5.68
C -2.56 4.63 -0.43
C 7.00 -1.77 3.13
O 1.90 -6.52 -7.17
H 0.63 -7.79 -4.66
C -2.31 2.20 -4.81
N -4.52 6.02 0.06
O 4.16 -5.58 4.53
C -3.23 5.82 -0.14
P -0.67 4.54 -0.65
C -1.38 -0.10 -4.11
H 6.53 -4.13 1.62
C -2.07 1.18 -3.72
H -2.56 4.91 5.04
N 1.14 4.42 -0.73
C -0.75 5.12 3.92
C -4.72 3.68 -0.34
H 2.86 0.16 2.33
H 0.80 -1.51 -7.89
H 1.30 3.44 -0.54
C 0.93 -8.68 -7.35
C 1.14 -7.34 -6.70
H 7.12 -0.69 3.16
H -1.94 -2.02 6.89
C 2.65 -5.30 6.35
H 1.40 -4.31 4.01
H -0.39 0.12 -4.51
H -0.81 3.52 -1.63
H -1.36 2.51 -5.25
O 2.55 2.21 4.60
O -0.21 -4.56 6.64
H -5.39 2.83 -0.41
H -2.01 -5.69 7.96
C 2.85 1.98 3.45
H -0.58 4.24 0.73
H -6.55 4.72 -2.97
H 0.61 -6.06 -5.07
H -2.82 3.07 -4.40
H -2.11 6.60 4.68
H -6.34 5.03 0.10
C -3.36 3.47 -0.53
O -2.42 1.39 -2.58
C 5.94 -2.13 2.12
H 3.62 0.05 3.93
H 0.42 6.08 5.45
H 2.28 -5.37 2.89
O 1.31 -1.87 -4.87
C -5.28 4.92 -0.06
H -0.04 4.39 5.81
C 1.89 -5.28 3.90
C 0.37 -7.06 -5.43
H -2.94 1.76 -5.59
H 1.22 -9.48 -6.66
H 1.54 -8.75 -8.24
H 1.15 -6.07 4.07
H 6.70 -2.12 4.12
H -1.27 -0.73 -3.24
C 5.63 -3.60 1.94
C 3.49 0.68 3.05
C -5.87 5.55 -3.20
H -0.18 -2.05 6.69
H 1.77 -3.89 -7.15
H -2.60 6.71 -0.05
O -0.47 4.80 2.79
H -2.03 -4.34 9.12
H 4.86 -3.72 1.19
H 3.55 -5.40 6.96
H 2.20 -4.33 6.55
H 7.95 -2.23 2.86
H -7.25 4.75 -5.56
H 4.47 0.86 2.60
H 1.42 4.87 0.14
H -1.97 -0.63 -4.86
H -5.00 5.48 -2.56
C 3.02 -5.40 4.90
H 2.13 3.87 2.78
C 2.60 2.98 2.35
H 2.37 -0.75 -7.54
H -7.07 6.52 -5.59
H -2.94 2.50 -0.76
H 1.95 -6.08 6.62
H 3.35 -3.14 -6.80
H 5.27 -4.02 2.88
C -1.03 -3.92 7.27
H -6.38 6.50 -3.00
H -6.10 5.51 -6.68
C 1.66 -2.08 -6.01
H -0.12 -8.80 -7.62
H -2.77 5.56 3.40
C 1.42 -1.07 -7.11
O -4.29 5.36 -4.96
C -2.14 5.58 4.29
H -0.64 5.87 -1.13
C -2.11 -4.61 8.06
H 0.92 -0.20 -6.69
C -1.01 -2.42 7.29
H 1.92 2.56 1.61
O 5.37 -1.28 1.47
H 1.23 4.73 4.62
H -0.88 -2.06 8.32
C -5.45 5.48 -4.64
*
```

| no. | M (g mol⁻¹) |
| --- | --- |
| 1 | 146.3 |
| 2 | 515.4 |
| 3 | 764.1 |
| 4 | 655.5 |
| 5 | 382.6 |
| 6 | 650.8 |